The following is a DFT calculation (wB97M-V/def2-TZVPD) of a gas-phase ion, C4H10N (charge +1) in a non-equilibrium geometry.

Computed properties:
LUMO level: -6.09 eV
gap between HOMO and LUMO: 0.312 Ha
ΔE to the lowest compared entry with this formula, charge and spin: 94.3 kcal/mol
SMILES string: CC=[N+](C)C
charge: +1
2S+1: 1
energy: -5789.76650 eV

```
15
Properties=species:S:1:pos:R:3:forces:R:3:lowdin_charge:R:1
C -2.111 -0.173 -0.164 -1.76 -3.56 0.95 -0.08
C -1.056 0.715 -0.091 8.32 0.20 0.52 0.17
N 0.517 0.145 -0.056 -8.03 3.55 -0.90 -0.14
C 1.672 0.992 -0.068 3.30 -0.22 -1.14 -0.08
C 0.805 -1.225 0.190 0.71 0.75 1.43 -0.04
H -2.948 0.026 -0.779 -0.56 1.20 -1.44 0.11
H -1.867 -1.206 -0.411 0.42 0.08 0.02 0.10
H -2.755 -0.289 0.742 0.89 0.47 0.34 0.15
H -1.241 1.830 0.006 1.02 -1.40 -0.27 0.16
H 2.208 1.074 -1.093 -1.35 -0.36 1.20 0.14
H 2.584 0.621 0.576 -2.27 0.37 -0.72 0.15
H 1.441 1.977 0.213 -0.39 1.30 0.46 0.07
H 1.445 -1.637 -0.563 0.47 -0.24 -0.44 0.11
H -0.037 -1.837 0.363 -0.90 -0.54 0.14 0.08
H 1.343 -1.013 1.133 0.13 -1.59 -0.14 0.12
```
Positions in Å, forces in eV/Å.

***

The following is a DFT calculation (wB97M-V/def2-TZVPD) of 2 unconnected molecules or ions with the total composition C4H10N in a non-equilibrium geometry.

Computed properties:
LUMO level (spin up / spin down): -9.30 / -12.64 eV
gap between HOMO and LUMO (spin up / spin down): 0.421 / 0.311 Ha
expectation value of S²: 0.75
ΔE to the lowest compared entry with this formula, charge and spin: 20.9 kcal/mol
charge: +2
2S+1: 2
energy: -5778.21482 eV

```
15
Properties=species:S:1:pos:R:3:forces:R:3:lowdin_charge:R:1
C 1.206 -2.383 -1.752 0.12 -0.41 -1.53 0.19
N 1.557 -2.150 -0.557 -1.07 -1.21 1.46 0.21
H 1.051 -1.717 -2.596 0.09 0.94 0.66 0.14
H 1.072 -3.403 -2.098 0.25 -0.34 0.53 0.14
H 1.560 -2.951 0.077 0.44 -0.34 -0.26 0.18
H 1.521 -1.334 0.043 0.63 0.84 -1.06 0.13
C -1.344 2.609 1.352 -0.65 -0.04 -0.63 -0.01
C -1.060 1.652 0.291 -1.65 0.46 0.03 0.02
C -0.475 0.398 0.557 0.24 0.57 0.39 0.23
H -0.333 2.985 1.609 -0.29 -0.04 0.97 0.16
H -2.024 3.423 1.102 0.53 0.17 -0.73 0.11
H -1.967 2.119 2.125 1.10 -0.25 0.64 0.15
H -1.487 1.875 -0.686 0.47 -0.18 -0.26 0.15
H -0.370 -0.342 -0.217 -0.20 -0.05 -0.14 0.07
H -0.132 0.204 1.570 0.00 -0.13 -0.08 0.12
```
Positions in Å, forces in eV/Å.

***

The following is a DFT calculation (wB97M-V/def2-TZVPD) of a gas-phase ion, C4H10N2 (charge -1).

Computed properties:
LUMO level (spin up / spin down): 4.19 / 4.09 eV
gap between HOMO and LUMO (spin up / spin down): 0.119 / 0.266 Ha
expectation value of S²: 0.75
ΔE to the lowest compared entry with this formula, charge and spin: 8.7 kcal/mol
charge: -1
2S+1: 2
energy: -7288.08220 eV

```
16
Properties=species:S:1:pos:R:3:forces:R:3:lowdin_charge:R:1
C -0.693 1.177 0.493 0.15 0.84 -0.38 -0.31
C -1.084 -0.280 0.486 0.22 -0.40 -0.27 -0.25
C -0.042 -1.141 -0.234 0.72 0.05 0.20 -0.40
C 2.303 -1.289 0.039 -0.82 0.06 0.07 -0.28
N 1.083 -1.327 0.624 0.11 0.30 0.56 -0.21
N -0.712 1.754 -0.882 -0.18 0.25 0.25 -0.03
H -1.348 1.772 1.157 0.15 -0.25 0.05 0.09
H 0.344 1.315 0.820 -0.14 -0.36 0.21 0.09
H -2.067 -0.379 0.014 -0.23 -0.03 -0.02 0.08
H -1.130 -0.684 1.500 -0.16 0.18 0.08 0.09
H -0.461 -2.136 -0.468 -0.41 0.00 -0.34 0.07
H 0.256 -0.628 -1.169 -0.23 -0.24 -0.05 0.07
H 3.147 -1.449 0.698 0.30 -0.10 -0.34 -0.05
H 2.357 -1.302 -1.054 0.50 0.02 0.02 -0.04
H -0.284 2.676 -0.837 0.02 -0.17 -0.10 0.04
H -1.668 1.922 -1.186 0.00 -0.15 0.07 0.04
```
Positions in Å, forces in eV/Å.

***

The following is a DFT calculation (wB97M-V/def2-TZVPD) of 2 unconnected molecules or ions with the total composition C4H10N2 in a non-equilibrium geometry.

Computed properties:
LUMO level: 1.07 eV
gap between HOMO and LUMO: 0.325 Ha
ΔE to the lowest compared entry with this formula, charge and spin: 60.2 kcal/mol
SMILES string: C=CN.C=CN
2S+1: 1
energy: -7288.00933 eV

```
16
Properties=species:S:1:pos:R:3:forces:R:3:lowdin_charge:R:1
C 1.443 0.864 1.189 0.33 0.93 -0.62 -0.03
C 1.521 -0.386 0.742 0.16 -0.06 0.87 -0.32
N 2.649 -0.999 0.202 0.21 -0.24 -0.23 0.02
H 2.302 1.524 1.052 -0.09 -0.16 -0.07 0.04
H 0.546 1.400 1.494 0.10 -0.79 0.31 0.04
H 0.766 -1.126 0.980 -0.38 0.26 -0.40 0.08
H 3.417 -0.403 -0.072 -0.16 0.20 0.06 0.08
H 2.412 -1.629 -0.550 0.12 -0.12 0.12 0.08
C -1.727 -0.348 0.453 -1.15 0.37 0.65 -0.06
C -1.968 0.622 -0.465 1.40 -1.31 -0.13 -0.30
N -2.068 0.352 -1.802 0.24 -0.10 -1.37 0.04
H -1.249 -1.302 0.301 -0.62 -0.36 -0.95 0.03
H -2.199 -0.300 1.433 0.84 0.71 0.24 0.04
H -1.812 1.668 -0.244 -1.10 0.33 0.31 0.10
H -2.251 -0.565 -2.173 0.03 -0.26 0.74 0.08
H -1.724 0.930 -2.551 0.09 0.58 0.48 0.08
```
Positions in Å, forces in eV/Å.

***

The following is a DFT calculation (wB97M-V/def2-TZVPD) of 2 unconnected molecules or ions with the total composition C4H10N2 in a non-equilibrium geometry.

Computed properties:
LUMO level: 1.03 eV
gap between HOMO and LUMO: 0.400 Ha
ΔE to the lowest compared entry with this formula, charge and spin: 72.7 kcal/mol
SMILES string: C=NC.C=NC
2S+1: 1
energy: -7287.46879 eV

```
16
Properties=species:S:1:pos:R:3:forces:R:3:lowdin_charge:R:1
C 2.074 2.125 -1.424 -2.98 0.17 -0.09 -0.05
N 0.826 1.968 -1.070 3.16 0.47 -1.08 -0.08
C 0.689 1.906 0.329 1.57 -0.22 3.49 -0.22
H 2.245 2.233 -2.489 0.36 -0.13 -0.01 0.06
H 2.880 2.264 -0.693 -0.08 -0.20 -0.22 0.06
H 0.218 0.965 0.676 0.17 0.41 -0.36 0.05
H 1.738 2.001 0.894 -1.86 -0.45 -1.00 0.10
H 0.133 2.719 0.817 -0.33 -0.04 -0.73 0.07
C -0.037 -1.783 0.056 -3.46 -1.23 -0.81 -0.09
N -1.208 -2.015 -0.471 1.24 1.52 2.10 -0.07
C -2.366 -2.114 0.552 -0.09 -1.56 -3.25 -0.14
H 0.866 -1.709 -0.512 0.24 0.04 -0.51 0.05
H -0.016 -1.846 1.118 0.71 0.51 1.11 0.05
H -3.295 -1.769 -0.006 1.18 -0.49 0.89 0.08
H -2.393 -3.208 0.673 -0.65 0.21 -0.05 0.07
H -2.354 -1.737 1.551 0.82 1.00 0.52 0.05
```
Positions in Å, forces in eV/Å.

***

The following is a DFT calculation (wB97M-V/def2-TZVPD) of a single C4H10N2 molecule in a non-equilibrium geometry.

Computed properties:
LUMO level: -1.75 eV
gap between HOMO and LUMO: 0.211 Ha
ΔE to the lowest compared entry with this formula, charge and spin: 143.1 kcal/mol
2S+1: 1
energy: -7284.41429 eV

```
16
Properties=species:S:1:pos:R:3:forces:R:3:lowdin_charge:R:1
C -0.136 1.706 -0.677 1.56 1.26 1.08 -0.03
C 0.347 1.211 0.568 0.53 2.21 -1.03 -0.25
C -0.318 -0.121 1.272 -2.35 -0.97 1.30 -0.31
N 0.346 -1.257 1.074 0.82 -0.04 -0.98 0.03
C 0.063 -1.910 -0.231 -0.32 0.95 1.23 -0.31
N -0.114 -1.037 -1.346 0.61 -0.60 -1.58 0.01
H -0.326 -0.045 -1.285 -0.41 0.10 0.53 0.00
H -0.981 2.365 -0.653 -1.05 -0.34 0.07 0.05
H 0.629 2.209 -1.269 0.10 -1.08 -0.82 0.07
H 0.163 2.065 1.245 -0.29 -0.96 0.59 0.13
H 1.391 0.951 0.592 0.42 0.17 -0.21 0.10
H -0.401 0.181 2.314 0.52 -0.15 0.19 0.11
H -1.350 -0.180 0.913 -0.22 0.46 -0.47 0.12
H -0.860 -2.477 -0.109 -0.06 -0.58 0.36 0.10
H 0.916 -2.554 -0.385 -0.04 -0.42 -0.38 0.10
H 0.629 -1.107 -2.022 0.18 -0.01 0.12 0.07
```
Positions in Å, forces in eV/Å.

***

The following is a DFT calculation (wB97M-V/def2-TZVPD) of a single C4H10N2 molecule in a non-equilibrium geometry.

Computed properties:
LUMO level (spin up / spin down): 1.03 / 0.49 eV
gap between HOMO and LUMO (spin up / spin down): 0.321 / 0.295 Ha
ΔE to the lowest compared entry with this formula, charge and spin: 122.8 kcal/mol
2S+1: 1
energy: -7285.29645 eV

```
16
Properties=species:S:1:pos:R:3:forces:R:3:lowdin_charge:R:1
C -1.088 -0.688 -0.400 -0.36 -3.42 -1.46 -0.33
C 0.162 -0.644 0.478 -0.52 2.32 0.77 -0.12
C 2.079 0.830 -0.371 -2.16 -1.17 -0.34 -0.08
C 1.506 -0.650 -0.115 0.65 0.13 -1.10 -0.28
N -2.007 0.399 -0.497 -1.03 0.82 1.73 -0.10
N -3.121 0.336 0.306 1.45 3.24 -1.47 -0.01
H -0.856 -0.810 -1.571 0.19 -0.25 2.59 0.14
H -1.586 -1.737 -0.039 0.43 2.02 -1.00 0.13
H 0.133 -0.015 1.391 -0.62 -0.61 -0.31 0.10
H 1.502 1.113 -1.268 0.45 0.96 0.65 0.07
H 3.121 0.963 -0.501 1.18 -0.74 -0.78 0.04
H 1.950 1.426 0.536 -0.92 0.14 -0.25 0.06
H 2.308 -1.076 0.492 -0.50 -0.78 0.13 0.09
H 1.257 -1.256 -1.034 1.58 0.69 0.33 0.10
H -3.461 -0.489 0.710 -0.41 -1.25 0.67 0.05
H -3.595 1.273 0.407 0.61 -2.11 -0.16 0.12
```
Positions in Å, forces in eV/Å.